1.
{
  "formula": "C22H28CuN2O3S2Sb",
  "method": "ωB97M-V with the def2-TZVPD basis set",
  "multiplicity": 2,
  "total_charge": -1,
  "e_above_lowest_kj_mol": 210.6,
  "gap_ev": [7.26, 6.76],
  "max_force_ev_per_a": 3.2,
  "s_squared": 0.754,
  "homo_energy_ha": [-0.1657, -0.1643],
  "symbols": ["Cu", "O", "C", "C", "C", "C", "C", "C", "C", "N", "N", "C", "O", "C", "C", "C", "C", "C", "C", "H", "H", "H", "H", "H", "H", "H", "H", "H", "H", "C", "O", "C", "S", "S", "H", "H", "H", "C", "C", "Sb", "C", "C", "C", "C", "H", "H", "H", "H", "H", "H", "H", "H", "H", "H", "H", "H", "H", "H", "H"],
  "xyz": [[-0.585, -0.595, -0.473], [-1.735, 0.661, -1.543], [-2.938, 0.306, -1.804], [-3.443, 0.877, -3.011], [-4.825, 1.002, -3.227], [-5.721, 0.436, -2.284], [-5.205, -0.280, -1.173], [-3.828, -0.391, -0.879], [-3.348, -0.985, 0.392], [-2.111, -1.116, 0.717], [-1.799, -1.704, 1.906], [-0.504, -1.892, 1.947], [0.305, -1.647, 0.966], [-0.033, -2.288, 3.318], [1.320, -2.088, 3.578], [1.790, -2.303, 4.911], [0.920, -2.627, 5.930], [-0.405, -2.916, 5.567], [-0.922, -2.742, 4.286], [-2.598, 1.243, -3.490], [-5.209, 1.485, -4.175], [-6.798, 0.729, -2.383], [-5.858, -0.835, -0.503], [-4.170, -1.243, 1.079], [1.948, -1.755, 2.767], [2.875, -2.327, 5.165], [1.301, -2.635, 6.895], [-1.068, -3.124, 6.425], [-1.952, -3.122, 4.128], [0.004, -0.603, -5.572], [1.181, -0.863, -4.859], [1.074, -1.167, -3.511], [2.682, -0.861, -2.846], [-0.393, -1.644, -2.929], [-0.414, -1.503, -5.978], [0.317, 0.004, -6.505], [-0.718, 0.055, -5.099], [0.781, 2.600, -2.499], [2.067, 2.286, -1.804], [1.641, 0.864, -0.307], [3.301, -0.103, 0.669], [4.696, 0.606, 0.512], [0.918, 2.014, 1.430], [1.978, 2.730, 2.279], [0.891, 3.446, -3.172], [0.150, 2.915, -1.673], [0.354, 1.779, -3.089], [2.514, 3.183, -1.376], [2.839, 1.863, -2.455], [3.372, -1.100, 0.201], [2.973, -0.183, 1.714], [5.002, 0.529, -0.482], [5.423, 0.250, 1.225], [4.499, 1.673, 0.682], [0.320, 1.271, 2.016], [0.314, 2.934, 1.048], [2.736, 2.096, 2.726], [1.558, 3.395, 3.000], [2.537, 3.410, 1.617]],
  "forces_ev_per_a": [[-0.021, 0.306, -0.191], [1.412, -0.980, 0.931], [-1.334, 0.494, 0.827], [-2.444, -1.118, 1.723], [0.928, -0.217, -0.558], [-0.065, 0.324, 0.366], [0.024, 0.137, -0.557], [0.800, 0.719, -0.889], [-0.864, 0.653, -0.787], [-1.259, -0.025, -1.345], [0.085, 0.127, 0.197], [-0.422, 0.170, -0.051], [0.085, -0.225, 0.939], [0.494, 0.272, -1.487], [-0.087, -0.508, 1.990], [1.049, -0.036, -1.181], [-0.934, 0.030, -2.816], [-0.433, 0.703, 1.645], [0.167, -1.193, 1.226], [0.736, 1.077, -1.802], [0.402, -0.442, 1.346], [1.022, -0.917, 0.185], [-0.303, 0.388, 0.004], [0.592, -0.273, 0.043], [0.153, -0.127, 0.014], [-0.831, 0.571, -0.479], [0.257, -0.399, 1.784], [0.064, -0.276, -0.735], [0.827, 0.901, -0.378], [0.627, 1.524, -2.688], [-0.365, 0.128, 0.840], [2.392, 0.949, -0.884], [-1.660, -0.737, 0.136], [0.061, -0.308, 0.693], [-0.651, -0.519, 0.194], [-0.082, -0.909, 1.313], [-0.120, -0.389, 0.593], [-0.269, 0.347, -0.072], [1.912, 0.115, -0.155], [-1.118, -1.184, 0.455], [1.012, -0.016, -0.546], [-2.601, 0.759, 1.487], [-0.183, 1.558, -0.276], [0.724, -0.028, -1.240], [0.091, 0.202, -0.124], [-0.999, -0.023, -0.414], [0.018, 0.028, 0.570], [-0.106, 0.205, 0.166], [-0.249, -0.076, 0.076], [-0.346, 0.348, 0.381], [0.210, -0.005, -0.260], [0.802, -0.363, -1.583], [0.347, -0.202, 0.087], [0.502, -0.069, 0.184], [0.184, 0.857, -0.505], [0.252, -2.089, 0.407], [-0.046, -0.296, 0.289], [-0.456, 0.197, 0.904], [0.016, -0.140, 0.007]]
}



2.
{
  "formula": "H25O12",
  "method": "ωB97M-V with the def2-TZVPD basis set",
  "multiplicity": 2,
  "e_above_lowest_kj_mol": 279.8,
  "gap_ev": [2.81, 10.90],
  "max_force_ev_per_a": 7.0,
  "s_squared": 0.751,
  "homo_energy_ha": [-0.0878, -0.3957],
  "symbols": ["O", "H", "H", "O", "H", "H", "O", "H", "O", "H", "H", "O", "H", "H", "O", "H", "H", "O", "H", "H", "O", "H", "H", "O", "H", "H", "O", "H", "H", "O", "H", "H", "O", "H", "H", "H", "H"],
  "xyz": [[2.509, 0.345, -1.093], [-2.323, 2.427, 1.162], [2.683, -0.346, -0.385], [0.912, -1.732, -1.092], [0.559, -2.542, -0.972], [0.934, 2.629, -0.860], [-2.581, -0.440, 1.197], [-0.599, 1.477, 3.206], [2.540, -2.801, 1.667], [-2.353, -1.091, 1.845], [3.462, -2.689, 1.415], [-2.872, 1.224, -2.673], [-3.327, 2.134, -2.692], [-3.039, 1.043, -1.721], [-0.605, -4.077, -0.846], [-0.820, -4.054, -1.839], [-1.592, -4.117, -0.730], [0.892, 2.264, -0.032], [-3.055, 0.254, 1.818], [-0.101, 1.085, -0.437], [-1.904, 2.643, 2.016], [-1.662, 3.463, 1.864], [1.154, -1.539, -0.066], [0.332, 1.345, 2.844], [3.059, 0.084, -1.865], [0.678, 2.173, 3.068], [0.290, 1.013, -3.260], [0.751, 1.437, -3.980], [-0.497, 0.756, -3.728], [-0.669, 0.178, -0.565], [2.310, -3.211, 2.453], [-0.910, -0.152, 0.385], [1.148, -0.358, 1.222], [1.818, 2.028, 0.227], [1.462, 0.637, 1.260], [-0.005, -0.842, -0.876], [1.420, -0.648, 2.064]],
  "forces_ev_per_a": [[1.370, -0.943, 0.447], [0.155, -0.424, 0.415], [-0.166, 1.189, -1.314], [1.580, 5.007, 2.766], [-2.398, -4.995, 0.206], [0.509, 1.517, -3.528], [-1.728, 2.571, 1.383], [1.344, -0.583, -1.036], [-0.318, 1.737, -3.297], [0.393, -1.142, 0.731], [0.001, -0.509, 0.933], [-1.574, 2.315, 1.108], [1.075, -1.881, -0.512], [0.572, -0.511, -0.685], [-2.733, -0.099, -2.798], [1.743, -0.063, 1.200], [0.980, 0.101, 1.525], [0.031, -1.069, 3.717], [1.271, -1.632, -1.813], [-0.683, -2.332, -0.042], [-2.692, -6.029, 0.264], [2.209, 6.617, -0.728], [0.168, -0.078, -2.110], [-2.371, -1.251, 1.142], [-0.591, 0.141, 0.799], [1.286, 2.181, 0.464], [0.357, 0.142, -0.014], [0.720, 0.360, -0.156], [-1.088, -0.368, 0.251], [0.839, -0.595, 1.389], [0.335, -1.338, 2.367], [0.011, 1.335, -1.770], [1.085, 2.527, -1.679], [-0.758, 0.290, -0.751], [-1.337, -2.797, -0.057], [-0.042, 1.547, -0.668], [0.447, -0.940, 1.849]]
}



3.
{
  "formula": "C6H6F6N2O",
  "method": "ωB97M-V with the def2-TZVPD basis set",
  "e_above_lowest_kj_mol": 126.4,
  "gap_ev": 8.60,
  "max_force_ev_per_a": 3.9,
  "homo_energy_ha": -0.3004,
  "symbols": ["C", "C", "C", "C", "C", "C", "N", "N", "O", "F", "F", "F", "F", "F", "F", "H", "H", "H", "H", "H", "H"],
  "xyz": [[-0.757, 1.118, 0.000], [-1.405, -1.010, -0.331], [-2.282, -0.332, 0.833], [2.833, -0.825, -1.241], [0.115, 2.291, -0.151], [2.613, -1.568, 0.067], [-0.593, 0.108, -0.786], [-1.779, 0.982, 0.860], [1.912, -0.216, -1.758], [1.184, 2.247, 0.647], [0.597, 2.404, -1.405], [-0.602, 3.421, 0.130], [2.601, -2.920, -0.204], [3.511, -1.260, 0.974], [1.400, -1.317, 0.730], [-0.738, -1.751, 0.093], [-2.101, -1.492, -1.085], [-3.271, -0.321, 0.539], [-2.288, -0.908, 1.821], [-1.883, 1.514, 1.732], [0.933, -0.166, -1.466]],
  "forces_ev_per_a": [[-0.663, -2.663, -1.361], [-1.685, 0.271, 1.021], [1.058, -3.074, 0.381], [3.564, -1.418, 0.839], [0.562, 2.038, -0.739], [-2.306, -0.773, 0.365], [0.873, 0.426, -0.386], [0.317, 2.231, 2.354], [-2.575, 1.477, -1.776], [-0.292, -0.025, 0.351], [-0.560, -0.045, 0.634], [0.623, -0.608, -0.049], [0.301, 1.372, 0.407], [0.765, -0.242, -0.116], [0.331, -0.252, -0.448], [0.007, -0.294, -0.191], [1.146, 0.795, 0.570], [-2.266, 0.041, -0.655], [0.548, 0.945, -1.146], [0.320, -0.070, -0.909], [-0.068, -0.132, 0.853]]
}



4.
{
  "formula": "C4H16N2O2",
  "method": "ωB97M-V with the def2-TZVPD basis set",
  "e_above_lowest_kj_mol": 841.1,
  "gap_ev": 4.37,
  "max_force_ev_per_a": 4.1,
  "homo_energy_ha": -0.3098,
  "symbols": ["C", "N", "C", "C", "N", "C", "H", "H", "H", "H", "H", "H", "H", "H", "H", "H", "H", "H", "H", "H", "O", "H", "H", "O"],
  "xyz": [[-2.253, -0.034, -1.111], [-2.782, 0.290, 0.195], [2.297, 1.235, -0.510], [1.115, 0.936, 0.469], [1.265, -0.316, 1.142], [1.264, -1.416, 0.183], [-1.270, 0.439, -1.008], [-2.047, -1.084, -1.355], [-2.800, 0.458, -1.919], [-2.066, -0.001, 0.860], [3.255, 1.303, 0.001], [2.311, 0.442, -1.256], [0.220, 1.029, -0.182], [1.129, 1.742, 1.210], [0.364, -0.461, 1.771], [0.505, -1.325, -0.606], [1.182, -2.358, 0.724], [2.257, -1.389, -0.274], [-3.701, -0.032, 0.473], [-1.299, -1.102, 2.730], [-1.017, -0.642, 1.933], [2.090, 2.129, -1.096], [0.182, -0.184, -2.591], [0.650, 0.178, -1.820]],
  "forces_ev_per_a": [[0.381, 0.836, 0.475], [-0.225, -0.073, -0.098], [-0.175, -0.238, 0.017], [3.583, 0.862, 1.345], [-2.078, 0.135, -3.490], [1.747, -0.364, 2.224], [-0.354, -0.315, -1.051], [-0.364, -0.198, 0.114], [-0.069, -0.208, -0.003], [-0.483, 0.121, 0.617], [-0.119, 0.147, 0.324], [0.745, 0.330, 0.186], [-0.278, -0.705, -0.344], [-0.601, -0.148, 0.174], [-1.352, -0.367, 1.578], [-0.184, 0.624, -0.223], [-0.168, 0.051, 0.100], [-0.242, -0.128, -0.626], [0.021, -0.104, -0.392], [0.264, -0.053, 0.182], [1.159, 0.051, -0.365], [0.043, 0.108, 0.313], [-0.220, 0.073, 0.134], [-1.031, -0.437, -1.191]]
}